Entry 1:
41
Properties=species:S:1:pos:R:3:nbo_charge:R:1 method="wB97M-V/def2-TZVPD" homo_lumo_gap_ha=0.24908 total_charge=-1 relative_energy_ev=2.598
C -1.267 1.586 0.005 -0.63
C -0.492 0.365 0.454 -0.08
O 0.839 0.622 0.965 -0.99
H -0.750 2.155 -0.823 0.20
H -1.536 2.276 0.767 0.23
H -2.249 1.168 -0.322 0.18
H -0.381 -0.249 -0.481 0.11
H -1.010 -0.269 1.194 0.13
O 3.621 0.213 0.525 -0.98
H 3.861 0.072 -0.395 0.46
H 2.677 0.369 0.615 0.50
O -2.152 -1.215 -2.201 -0.92
H -2.863 -1.812 -2.330 0.47
H -1.782 -1.205 -3.095 0.48
O -2.546 -2.286 0.764 -0.95
H -1.654 -1.953 0.960 0.49
H -2.732 -1.786 -0.058 0.46
O 1.264 -0.898 2.958 -1.01
H 1.129 -0.496 2.078 0.49
H 2.201 -0.823 3.080 0.46
O 1.010 -2.104 0.443 -0.98
H 0.350 -2.342 -0.202 0.46
H 1.028 -1.154 0.424 0.48
O 2.386 3.338 -0.567 -0.95
H 2.823 3.645 -1.351 0.44
H 1.918 2.553 -0.864 0.49
O -0.441 -3.300 -1.460 -0.96
H -1.040 -2.594 -1.774 0.48
H -0.970 -4.027 -1.150 0.48
O 1.843 0.980 -1.744 -0.98
H 1.394 0.670 -0.943 0.50
H 1.119 0.911 -2.348 0.47
O -1.846 -0.162 3.567 -0.94
H -2.647 -0.238 3.106 0.46
H -1.215 -0.752 3.097 0.49
O 0.509 2.183 2.925 -0.99
H 0.446 1.478 2.285 0.49
H 0.143 1.740 3.754 0.45
O -0.002 1.134 -3.756 -0.95
H -0.864 1.264 -3.396 0.48
H -0.124 0.923 -4.720 0.48

***

Entry 2:
13
Properties=species:S:1:pos:R:3:nbo_charge:R:1 method="wB97M-V/def2-TZVPD" homo_lumo_gap_ha="0.28302 / 0.26631" relative_energy_ev=3.974
C -1.283 -0.763 -1.099 -0.27
C -1.018 -0.124 -2.133 -0.18
C 0.502 0.659 0.212 -0.16
N 0.819 1.106 -0.891 -0.15
N 0.105 1.195 2.846 -1.23
N 0.247 0.872 -2.053 -0.43
N 0.410 -1.004 2.234 -1.23
P -0.215 -0.189 3.549 1.21
P 1.280 0.578 1.768 1.16
H -1.138 -1.629 -0.469 0.25
H -1.394 0.053 -3.190 0.23
H 0.736 1.140 -2.864 0.39
H 0.949 -1.891 2.091 0.41

***

Entry 3:
85
Properties=species:S:1:pos:R:3:mulliken_spin:R:1 method="wB97M-V/def2-TZVPD" homo_lumo_gap_ha="0.16084 / 0.16097" total_charge=-2 spin_multiplicity=2 relative_energy_ev=1.015
Ti -0.053 0.284 0.143 0.87
O 0.503 0.849 1.814 -0.02
C 0.154 0.717 3.145 0.01
C -1.256 1.371 3.317 0.00
C -2.275 1.114 2.224 0.01
C -3.502 0.517 2.456 0.01
C -4.385 0.368 1.394 0.00
C -4.059 0.851 0.140 0.02
C -2.830 1.486 -0.013 -0.03
C -2.428 2.181 -1.305 0.01
C -1.032 2.815 -1.193 0.01
O -0.115 1.799 -0.982 -0.02
C -0.586 3.581 -2.442 0.00
C 0.784 3.733 -2.656 0.00
C 1.246 4.483 -3.724 0.00
C 0.351 5.093 -4.597 0.00
C -1.011 4.930 -4.401 0.00
C -1.475 4.174 -3.329 0.00
C -0.985 3.854 -0.050 0.00
C -1.995 4.790 0.135 0.00
C -1.916 5.727 1.159 0.00
C -0.813 5.751 1.999 0.00
C 0.219 4.842 1.792 0.00
C 0.140 3.910 0.769 0.00
N -1.969 1.572 1.000 0.03
C 0.230 -0.758 3.559 -0.01
C 1.405 -1.447 3.269 0.00
C 1.536 -2.784 3.599 0.00
C 0.492 -3.455 4.225 0.00
C -0.681 -2.778 4.514 0.00
C -0.809 -1.434 4.182 0.00
C 1.166 1.471 4.008 0.01
C 2.332 1.971 3.446 0.00
C 3.251 2.645 4.244 0.00
C 3.016 2.827 5.597 0.00
C 1.853 2.315 6.164 0.00
C 0.939 1.638 5.373 0.00
H -1.081 2.450 3.309 0.00
H -1.686 1.111 4.284 0.00
H -3.753 0.145 3.440 0.00
H -5.330 -0.138 1.550 0.00
H -4.727 0.735 -0.704 0.00
H -3.197 2.923 -1.532 0.00
H -2.417 1.460 -2.128 0.00
H 1.481 3.232 -1.994 0.00
H 2.314 4.580 -3.876 0.00
H 0.716 5.680 -5.432 0.00
H -1.719 5.384 -5.085 0.00
H -2.543 4.047 -3.201 0.00
H -2.859 4.796 -0.519 0.00
H -2.723 6.438 1.299 0.00
H -0.752 6.475 2.802 0.00
H 1.090 4.847 2.436 0.00
H 0.939 3.197 0.613 0.00
H 2.219 -0.944 2.759 0.00
H 2.449 -3.299 3.328 0.00
H 0.587 -4.508 4.465 0.00
H -1.516 -3.300 4.968 0.00
H -1.743 -0.933 4.400 0.00
H 2.519 1.807 2.391 0.00
H 4.161 3.022 3.792 0.00
H 3.735 3.354 6.213 0.00
H 1.661 2.438 7.224 0.00
H 0.048 1.215 5.824 0.00
Cl -3.331 -2.935 2.082 0.00
C -3.071 -2.589 0.390 0.01
C -3.942 -3.143 -0.547 -0.01
C -3.740 -2.901 -1.891 0.01
Cl -4.854 -3.630 -3.040 0.00
C -2.679 -2.113 -2.375 -0.03
C -2.369 -1.825 -3.729 0.07
C -1.248 -1.034 -3.990 -0.03
C -0.485 -0.504 -2.973 0.08
N -0.789 -0.729 -1.670 -0.04
C -1.838 -1.545 -1.390 0.02
C -2.016 -1.783 -0.010 0.03
O -1.132 -1.192 0.785 -0.03
H -4.763 -3.762 -0.219 0.00
H -2.967 -2.240 -4.527 0.01
H -0.957 -0.827 -5.013 0.00
H 0.388 0.108 -3.155 0.01
Se 2.713 0.930 -0.322 -0.01
Te 4.949 1.249 -1.468 0.01
Te 3.948 -2.606 0.380 0.02
Se 1.823 -1.344 -0.336 -0.01

***

Entry 4:
92
Properties=species:S:1:pos:R:3:mulliken_charge:R:1 method="wB97M-V/def2-TZVPD" homo_lumo_gap_ha=0.25702 smiles="[H]/N=C/Cc1c(C)c(B(N)O)c([C@H](Br)CC)c2c1C(=O)c1cc(F)c(P(=O)(O)O)cc1C2=O.CCCCCC.CCCCCC"
C -1.691 -5.843 -0.210 -0.64
C -1.911 -6.199 -1.806 -0.48
C -0.587 -5.797 -2.747 -0.61
Br -1.079 -5.765 -4.728 -0.11
C 0.111 -4.375 -2.309 0.52
C 1.755 -4.217 -2.046 -0.15
B 2.822 -5.494 -2.176 0.42
N 2.446 -6.729 -1.321 -0.66
O 4.050 -5.490 -2.994 -0.54
C 2.459 -2.771 -1.592 0.03
C 4.106 -2.743 -1.305 -0.90
C 1.596 -1.384 -1.400 0.14
C 2.191 0.084 -0.980 -0.12
C 1.671 0.571 0.532 -0.05
N 1.720 1.915 0.809 -0.58
C -0.050 -1.519 -1.664 -0.06
C -0.755 -2.968 -2.115 0.50
C -2.413 -2.882 -2.317 0.07
O -3.077 -3.441 -3.331 -0.49
C -3.186 -1.969 -1.147 0.10
C -4.578 -2.464 -0.437 -0.41
C -5.213 -1.498 0.738 0.42
P -6.806 -2.109 1.603 0.84
O -8.007 -1.094 1.448 -0.62
O -7.144 -3.722 0.990 -0.52
O -6.367 -2.348 3.308 -0.53
C -4.516 -0.054 1.198 -0.11
F -5.157 0.756 2.287 -0.33
C -3.101 0.457 0.482 -0.38
C -2.477 -0.531 -0.671 0.33
C -1.036 -0.185 -1.448 0.07
O -0.747 1.043 -1.883 -0.52
H -0.626 -6.144 0.171 0.17
H -2.495 -6.502 0.376 0.31
H -1.980 -4.719 0.044 0.13
H -2.922 -5.814 -2.256 0.25
H -1.968 -7.390 -1.863 0.40
H 0.133 -6.739 -2.647 0.44
H 3.310 -7.173 -0.935 0.27
H 1.948 -6.342 -0.465 0.24
H 4.796 -5.661 -2.316 0.31
H 4.429 -3.573 -0.510 0.26
H 4.464 -1.718 -0.837 -0.10
H 4.723 -2.849 -2.322 0.29
H 3.360 0.157 -0.940 0.07
H 1.853 0.849 -1.831 0.33
H 1.318 -0.191 1.370 0.33
H 1.399 2.102 1.785 0.27
H -5.051 -3.506 -0.775 0.37
H -6.268 -4.246 0.964 0.34
H -6.606 -1.508 3.832 0.35
H -2.550 1.459 0.784 0.30
C -4.553 6.801 -2.227 -1.18
C -4.507 6.901 -0.711 -0.39
C -3.374 6.083 -0.087 -0.87
C -3.457 4.569 -0.319 -0.46
C -4.745 3.904 0.172 -0.33
C -4.943 4.017 1.676 -1.19
H -4.737 5.775 -2.560 0.29
H -5.360 7.426 -2.621 0.37
H -3.612 7.144 -2.669 0.29
H -5.473 6.599 -0.293 0.24
H -4.368 7.954 -0.435 0.37
H -3.345 6.286 0.990 0.32
H -2.416 6.442 -0.484 0.40
H -2.601 4.097 0.179 0.25
H -3.336 4.356 -1.388 0.34
H -4.709 2.840 -0.095 0.24
H -5.615 4.320 -0.346 0.38
H -4.106 3.560 2.214 0.23
H -5.861 3.501 1.976 0.35
H -5.030 5.059 1.995 0.39
C 7.096 2.319 4.383 -1.19
C 7.627 2.623 2.992 -0.36
C 6.566 3.208 2.056 -0.87
C 5.374 2.288 1.765 -0.69
C 5.732 0.929 1.159 -0.08
C 6.405 1.036 -0.201 -1.27
H 6.304 1.565 4.359 0.28
H 7.901 1.933 5.017 0.37
H 6.698 3.223 4.855 0.29
H 8.063 1.718 2.558 0.23
H 8.448 3.347 3.082 0.37
H 7.047 3.493 1.113 0.34
H 6.184 4.141 2.491 0.39
H 4.693 2.813 1.083 0.37
H 4.805 2.123 2.688 0.35
H 4.810 0.346 1.046 0.14
H 6.372 0.360 1.842 0.32
H 5.759 1.558 -0.914 0.23
H 6.612 0.038 -0.599 0.34
H 7.355 1.573 -0.140 0.44

***

Entry 5:
57
Properties=species:S:1:pos:R:3:nbo_charge:R:1 method="wB97M-V/def2-TZVPD" homo_lumo_gap_ha="0.31567 / 0.26965" total_charge=+2 spin_multiplicity=6 relative_energy_ev=0.499
Fe -0.276 -0.165 0.239 1.98
O 2.531 -3.127 -0.570 -0.60
C 1.794 -2.256 0.048 0.84
O 0.632 -2.001 -0.254 -0.70
C 2.457 -1.589 1.209 -0.19
O 1.622 -0.544 1.663 -0.56
C 2.284 0.727 1.742 -0.20
C 2.122 1.465 0.412 0.75
O 2.950 2.229 0.022 -0.52
O 0.976 1.147 -0.166 -0.81
H 2.046 -3.578 -1.285 0.53
H 3.452 -1.246 0.921 0.25
H 2.574 -2.338 1.999 0.26
H 3.342 0.647 1.980 0.23
H 1.774 1.314 2.505 0.24
F -1.736 0.205 -6.300 -0.31
C -2.408 0.844 -5.326 0.33
C -2.007 0.646 -4.042 -0.18
C -2.693 1.230 -2.972 -0.16
C -2.263 0.927 -1.623 0.52
O -1.301 0.108 -1.450 -0.74
C -2.965 1.584 -0.605 -0.33
C -4.012 2.408 -0.927 0.19
N -4.465 2.647 -2.162 -0.32
C -5.680 3.466 -2.220 -0.05
C -6.802 3.265 -3.190 -0.42
C -5.976 4.525 -3.235 -0.42
C -3.790 2.070 -3.238 0.28
C -4.139 2.294 -4.575 -0.31
C -3.494 1.683 -5.640 0.22
N -3.917 1.961 -6.953 -0.47
C -5.342 1.970 -7.264 -0.24
C -5.635 3.117 -8.238 -0.23
N -4.414 3.365 -9.081 -0.49
C -3.724 2.073 -9.393 -0.24
C -3.114 1.520 -8.100 -0.23
C -2.648 1.460 0.858 0.80
O -3.271 2.081 1.671 -0.54
O -1.660 0.630 1.136 -0.81
H -1.163 0.002 -3.838 0.27
H -4.518 2.901 -0.106 0.26
H -5.989 3.705 -1.215 0.24
H -7.802 3.326 -2.783 0.25
H -6.702 2.519 -3.964 0.21
H -6.422 5.434 -2.859 0.25
H -5.284 4.702 -4.045 0.22
H -4.918 2.992 -4.818 0.22
H -5.938 2.103 -6.368 0.25
H -5.637 1.010 -7.703 0.21
H -5.878 4.039 -7.714 0.24
H -6.468 2.863 -8.890 0.24
H -3.763 3.950 -8.554 0.44
H -4.669 3.863 -9.934 0.45
H -2.950 2.239 -10.138 0.26
H -4.465 1.399 -9.817 0.23
H -2.101 1.900 -7.977 0.23
H -3.056 0.434 -8.193 0.23

***

Entry 6:
46
Properties=species:S:1:pos:R:3:nbo_charge:R:1 method="wB97M-V/def2-TZVPD" homo_lumo_gap_ha="0.23485 / 0.15581" total_charge=+2 spin_multiplicity=4 relative_energy_ev=2.776
H -1.628 -3.241 -0.640 0.25
N -1.780 -1.191 -0.030 -0.35
B -2.715 1.230 0.222 0.58
N -2.833 -0.285 -0.087 -0.32
C -3.966 -0.993 -0.250 0.08
Tc -0.547 -1.641 1.487 1.20
H -4.928 -0.531 -0.200 0.25
C -3.649 -2.318 -0.482 -0.30
H -4.342 -3.111 -0.695 0.27
C -2.272 -2.427 -0.356 -0.03
H -3.807 1.658 0.562 -0.02
C 3.680 1.664 -1.368 -0.84
H 4.428 0.937 -1.061 0.21
H 2.697 1.293 -1.073 0.19
H 3.885 2.613 -0.874 0.22
N -2.391 2.276 -0.982 -0.33
N -1.801 1.206 1.494 -0.32
N -1.234 2.120 -1.765 -0.06
N -0.704 0.370 1.702 -0.38
C -3.076 3.384 -1.439 0.18
C -2.067 1.812 2.668 0.07
H -4.020 3.694 -1.019 0.26
H -2.931 2.423 2.818 0.25
C -2.313 3.979 -2.472 -0.06
C -1.042 1.541 3.569 -0.30
C -1.165 3.155 -2.604 -0.08
C -0.150 0.690 2.914 -0.01
H -2.492 4.882 -3.065 0.28
H -0.961 1.917 4.561 0.27
H -0.290 3.271 -3.267 0.27
H 0.836 0.379 3.182 0.25
H 3.717 1.785 -2.408 0.22
C 1.016 -3.008 1.384 -0.61
C 2.079 -2.356 0.578 -0.11
C 3.249 -1.857 1.164 -0.17
C 4.376 -1.638 0.375 -0.19
C 4.296 -1.862 -1.011 -0.13
C 3.076 -2.212 -1.603 -0.20
C 1.960 -2.488 -0.808 -0.16
H 0.708 -3.952 0.889 0.26
H 1.380 -3.191 2.405 0.24
H 3.239 -1.706 2.248 0.22
H 5.303 -1.279 0.829 0.25
H 5.181 -1.747 -1.636 0.25
H 2.974 -2.331 -2.681 0.24
H 1.024 -2.915 -1.176 0.21

***

Entry 7:
14
Properties=species:S:1:pos:R:3:nbo_charge:R:1 method="wB97M-V/def2-TZVPD" homo_lumo_gap_ha=0.43577 total_charge=+1 relative_energy_ev=2.677 smiles="OC[N@@H+]1C=CC1"
C 0.521 1.662 -0.212 -0.14
C 0.723 0.597 -0.966 -0.08
C -0.756 1.105 0.384 -0.26
C -0.056 -1.337 0.427 0.10
N -0.464 -0.103 -0.423 -0.41
O 0.361 -2.362 -0.330 -0.65
H 0.848 2.690 -0.161 0.26
H 1.709 0.229 -1.547 0.28
H -0.768 0.953 1.578 0.27
H -1.538 1.729 -0.052 0.26
H 0.681 -0.869 1.234 0.19
H -0.983 -1.750 0.971 0.22
H -1.123 -0.457 -1.160 0.46
H 1.267 -2.152 -0.713 0.49

***

Entry 8:
82
Properties=species:S:1:pos:R:3:mulliken_charge:R:1 method="wB97M-V/def2-TZVPD" homo_lumo_gap_ha="0.23029 / 0.23878" total_charge=+2 relative_energy_ev=1.164
Ta 0.967 0.358 -0.035 1.36
C 2.850 3.015 0.973 -1.59
N 2.217 2.599 -0.298 0.14
C 3.303 2.346 -1.273 -0.89
C 4.051 1.042 -0.997 -1.04
C 3.572 -0.156 -1.798 -1.08
N 2.244 -0.707 -1.436 0.33
C 2.054 -1.872 -1.990 -0.41
C 0.885 -2.687 -2.029 0.66
C 0.837 -3.741 -2.962 -1.24
C -0.301 -4.489 -3.123 -1.02
C -1.425 -4.214 -2.337 -0.94
C -1.394 -3.225 -1.375 -0.57
C -0.243 -2.467 -1.221 1.31
O -0.008 -1.598 -0.189 0.11
C 1.304 3.678 -0.771 -1.04
C -0.170 3.338 -0.563 0.01
C -0.559 3.019 0.876 -1.03
N 0.197 1.865 1.374 0.05
C 0.357 1.764 2.655 -0.34
C 1.184 0.841 3.369 1.20
C 1.232 0.960 4.774 -1.26
C 2.047 0.162 5.534 -0.84
C 2.852 -0.796 4.908 -0.58
C 2.840 -0.931 3.537 -0.69
C 2.022 -0.119 2.749 -0.09
O 2.088 -0.230 1.424 -0.20
H 3.545 3.839 0.793 0.43
H 3.398 2.190 1.426 0.45
H 2.106 3.353 1.684 0.49
H 4.009 3.181 -1.249 0.68
H 2.867 2.312 -2.270 0.27
H 4.032 0.791 0.065 0.25
H 5.099 1.182 -1.261 0.41
H 4.320 -0.940 -1.671 0.78
H 3.564 0.102 -2.862 0.39
H 2.879 -2.270 -2.581 0.46
H 1.717 -3.947 -3.560 0.50
H -0.326 -5.292 -3.846 0.45
H -2.323 -4.802 -2.470 0.54
H -2.248 -3.056 -0.739 0.27
H 1.463 3.836 -1.838 0.62
H 1.549 4.615 -0.266 0.47
H -0.433 2.487 -1.205 -0.42
H -0.768 4.187 -0.896 0.56
H -1.627 2.782 0.899 0.29
H -0.406 3.891 1.518 0.63
H -0.143 2.504 3.283 0.46
H 0.611 1.706 5.257 0.48
H 2.073 0.273 6.608 0.45
H 3.491 -1.434 5.503 0.47
H 3.461 -1.664 3.038 0.56
O 0.700 1.427 -2.893 -0.20
C -0.360 1.112 -3.794 -1.31
C -1.505 0.461 -3.066 0.58
C -2.669 0.166 -3.761 -1.03
C -3.735 -0.370 -3.063 -1.04
C -3.612 -0.585 -1.698 -0.94
C -2.418 -0.271 -1.073 -0.64
N -1.369 0.225 -1.764 0.50
H 1.470 1.628 -3.434 0.29
H -0.014 0.437 -4.582 0.57
H -0.715 2.033 -4.267 0.44
H -2.736 0.375 -4.821 0.57
H -4.659 -0.606 -3.574 0.49
H -4.432 -0.999 -1.127 0.44
H -2.312 0.578 0.835 -0.10
C -2.841 -3.297 1.617 -1.14
Si -3.223 -1.457 1.688 0.45
C -2.595 -0.708 3.297 -0.93
C -5.039 -1.043 1.424 -1.36
C -2.157 -0.421 0.410 2.68
C -0.711 -0.680 0.564 -0.81
H -3.092 -3.749 2.579 0.53
H -1.783 -3.499 1.435 0.29
H -3.426 -3.823 0.860 0.33
H -2.977 -1.250 4.165 0.50
H -2.923 0.331 3.399 0.27
H -1.504 -0.728 3.347 0.13
H -5.562 -1.060 2.383 0.43
H -5.544 -1.764 0.778 0.37
H -5.175 -0.046 1.001 0.42